1.
Below is a molecular structure, C58H54N4O5P2RhSeTe in a non-equilibrium geometry, with properties calculated with ωB97M-V/def2-TZVPD.

Output
charge	0
frontier orbital gap (spin up / spin down)	5.94 / 5.93	eV
spin multiplicity	2
calculated total energy	-171446.685	eV
E_HOMO (spin up / spin down)	-0.257 / -0.257	Ha
<S²>	0.761

Geometry as XYZ:
```
126
Properties=species:S:1:pos:R:3:lowdin_spin:R:1
Rh 1.37 0.86 0.94 0.752
C 0.44 1.62 4.80 0.000
N -0.14 1.53 3.45 0.003
P 0.28 2.77 2.28 0.058
C 0.42 4.19 3.42 0.022
C -0.67 4.58 4.20 0.004
C -0.57 5.68 5.03 0.001
C 0.61 6.40 5.10 -0.001
C 1.70 6.02 4.33 0.000
C 1.60 4.91 3.50 0.002
C -1.22 3.28 1.37 0.002
C -1.27 4.63 0.99 0.003
C -2.28 5.11 0.17 0.000
C -3.27 4.25 -0.28 0.003
C -3.23 2.91 0.08 0.000
C -2.21 2.43 0.90 0.002
P -0.05 0.06 2.55 -0.013
C -1.80 -0.48 2.59 -0.002
C -2.24 -1.48 1.72 0.000
C -3.57 -1.88 1.75 0.000
C -4.45 -1.31 2.66 0.000
C -4.00 -0.34 3.54 0.000
C -2.68 0.08 3.50 0.000
C 0.70 -1.26 3.54 -0.002
C 1.88 -1.84 3.08 -0.001
C 2.47 -2.90 3.77 0.000
C 1.88 -3.38 4.92 0.000
C 0.69 -2.83 5.38 0.000
C 0.09 -1.79 4.68 0.000
H -0.05 2.41 5.37 0.000
H 1.51 1.84 4.78 0.000
H 0.30 0.68 5.32 0.000
H -1.60 4.03 4.13 0.000
H -1.42 5.98 5.63 0.000
H 0.68 7.27 5.75 0.000
H 2.63 6.58 4.38 0.000
H 2.46 4.61 2.90 0.001
H -0.50 5.32 1.33 0.000
H -2.29 6.15 -0.11 0.000
H -4.06 4.62 -0.92 0.000
H -3.98 2.22 -0.29 0.000
H -2.20 1.38 1.12 0.000
H -1.57 -1.92 1.00 0.000
H -3.92 -2.63 1.06 0.000
H -5.49 -1.63 2.68 0.000
H -4.69 0.10 4.25 0.000
H -2.35 0.87 4.16 0.000
H 2.32 -1.49 2.16 0.000
H 3.38 -3.34 3.38 0.000
H 2.34 -4.20 5.46 0.000
H 0.22 -3.22 6.27 0.000
H -0.86 -1.40 5.02 0.000
O 3.65 1.58 -2.43 -0.001
C 3.10 1.02 -1.51 0.000
O 2.75 1.55 -0.40 -0.005
C 1.14 3.77 -1.77 0.000
O 1.94 4.45 -2.27 0.000
O 0.34 3.10 -1.28 -0.001
Se 4.04 0.38 3.57 0.002
N 3.18 1.42 2.40 0.029
C 4.00 2.42 2.08 0.001
C 3.71 3.51 1.19 0.001
C 4.66 4.45 0.98 0.000
C 5.95 4.39 1.61 0.000
C 6.26 3.40 2.48 0.000
C 5.28 2.39 2.75 0.001
N 5.49 1.39 3.59 -0.001
H 2.75 3.55 0.71 0.001
H 4.46 5.27 0.30 0.000
H 6.67 5.16 1.38 0.000
H 7.22 3.33 2.97 0.000
C -6.66 -3.04 -5.55 0.000
C -5.47 -2.64 -4.71 0.000
C -4.67 -1.57 -5.08 0.000
C -3.58 -1.17 -4.31 0.000
C -2.76 0.00 -4.79 0.000
C -3.26 -1.87 -3.13 0.000
Te -1.66 -1.19 -1.90 0.001
N 0.82 -0.36 -0.50 0.123
C 1.89 -0.94 -0.87 0.015
O 2.89 -0.37 -1.63 0.001
C 2.17 -2.39 -0.64 0.004
C 1.18 -3.18 -0.07 -0.003
C 1.41 -4.52 0.18 0.000
C 2.65 -5.08 -0.13 -0.003
C 3.64 -4.30 -0.70 0.001
C 3.41 -2.95 -0.96 -0.001
C -0.12 -1.63 -3.30 0.001
C 0.62 -0.62 -3.91 0.001
C 0.41 0.86 -3.69 0.001
C 1.66 -0.96 -4.78 0.000
C 1.98 -2.27 -5.06 0.000
C 3.11 -2.62 -5.98 0.000
C 1.22 -3.27 -4.46 0.000
C 0.18 -2.98 -3.59 0.000
C -0.60 -4.13 -3.02 0.000
C -4.06 -2.97 -2.76 0.000
C -3.82 -3.84 -1.55 0.000
C -5.14 -3.33 -3.56 0.000
H -6.74 -2.43 -6.44 0.000
H -7.59 -2.94 -4.98 0.000
H -6.58 -4.09 -5.86 0.000
H -4.90 -1.02 -5.98 0.000
H -3.23 0.46 -5.65 0.000
H -1.76 -0.32 -5.07 0.000
H -2.64 0.75 -4.01 0.000
H 0.23 -2.71 0.15 0.000
H 0.63 -5.13 0.62 0.000
H 2.83 -6.13 0.06 0.000
H 4.60 -4.73 -0.95 0.000
H 4.17 -2.34 -1.42 0.000
H -0.35 1.07 -2.94 0.000
H 0.11 1.33 -4.62 0.000
H 1.35 1.31 -3.38 0.000
H 2.25 -0.16 -5.21 0.000
H 3.60 -1.72 -6.36 0.000
H 2.76 -3.20 -6.84 0.000
H 3.86 -3.22 -5.47 0.000
H 1.44 -4.31 -4.67 0.000
H -0.08 -5.07 -3.20 0.000
H -1.59 -4.20 -3.49 0.000
H -0.76 -4.02 -1.95 0.000
H -3.02 -3.47 -0.91 0.000
H -3.54 -4.85 -1.87 0.000
H -4.73 -3.94 -0.96 0.000
H -5.75 -4.18 -3.26 0.000
```

***

2.
Below is 11 unconnected molecules or ions with the total composition C58H63F7N4 in a non-equilibrium geometry, with properties calculated with ωB97M-V/def2-TZVPD.

Output
charge	0
frontier orbital gap	9.29	eV
structure (SMILES)	Fc1ccccc1.Fc1ccccc1.Fc1ccccc1.Fc1ccccc1.Fc1ccccc1.Fc1ccccc1.Fc1ccccc1.CCCC#N.CCCC#N.CCCC#N.CCCC#N
calculated total energy	-86145.983	eV
E_HOMO	-0.323	Ha

Geometry as XYZ:
```
132
Properties=species:S:1:pos:R:3:lowdin_charge:R:1
F -5.47 -20.98 6.24 0.081
C -4.80 -20.79 7.34 -0.302
C -3.41 -20.37 7.32 -0.025
C -2.71 -20.10 8.49 -0.066
C -3.41 -20.47 9.69 -0.073
C -4.79 -20.77 9.70 -0.088
C -5.46 -20.94 8.51 -0.032
H -2.85 -20.21 6.42 0.102
H -1.66 -19.89 8.45 0.100
H -2.87 -20.45 10.62 0.091
H -5.30 -20.84 10.65 0.085
H -6.53 -21.09 8.58 0.113
F -1.81 -15.91 2.19 0.067
C -2.47 -16.49 3.19 -0.320
C -3.44 -17.46 2.99 0.005
C -4.19 -17.91 4.13 -0.052
C -3.77 -17.51 5.41 -0.110
C -2.78 -16.52 5.60 -0.062
C -2.20 -15.97 4.43 -0.028
H -3.67 -17.67 1.95 0.099
H -4.92 -18.70 4.02 0.077
H -4.30 -17.88 6.27 0.077
H -2.51 -16.36 6.63 0.098
H -1.40 -15.26 4.58 0.112
F -8.73 -22.40 3.35 0.031
C -7.99 -23.51 3.66 -0.214
C -8.54 -24.85 3.80 -0.021
C -7.74 -25.87 4.24 -0.096
C -6.35 -25.66 4.55 -0.084
C -5.81 -24.41 4.36 -0.099
C -6.63 -23.37 3.92 -0.030
H -9.56 -25.19 3.74 0.106
H -8.04 -26.90 4.35 0.099
H -5.79 -26.52 4.88 0.096
H -4.76 -24.27 4.57 0.106
H -6.07 -22.46 3.78 0.106
F -5.53 -17.74 10.49 0.032
C -6.23 -17.08 9.49 -0.256
C -7.59 -17.23 9.36 -0.002
C -8.24 -16.63 8.23 -0.062
C -7.49 -15.89 7.30 -0.086
C -6.13 -15.61 7.56 -0.075
C -5.52 -16.22 8.65 -0.027
H -8.07 -17.86 10.10 0.080
H -9.30 -16.79 8.13 0.081
H -7.80 -15.53 6.33 0.082
H -5.64 -14.93 6.89 0.103
H -4.46 -16.27 8.87 0.110
F -16.18 -11.53 6.78 0.043
C -15.06 -12.04 7.37 -0.278
C -13.94 -12.42 6.62 -0.011
C -12.81 -13.04 7.26 -0.039
C -12.98 -13.39 8.64 -0.093
C -14.13 -13.07 9.34 -0.095
C -15.14 -12.37 8.71 -0.038
H -13.78 -12.14 5.59 0.101
H -11.90 -13.34 6.75 0.093
H -12.18 -13.89 9.18 0.088
H -14.36 -13.34 10.36 0.104
H -16.04 -11.96 9.15 0.118
F -7.35 -20.98 11.27 0.027
C -7.39 -22.12 12.02 -0.248
C -7.39 -22.05 13.41 -0.008
C -7.61 -23.21 14.11 -0.105
C -7.67 -24.41 13.52 -0.127
C -7.50 -24.55 12.19 -0.087
C -7.46 -23.40 11.42 -0.003
H -7.34 -21.09 13.91 0.118
H -7.82 -23.16 15.16 0.112
H -7.81 -25.23 14.21 0.112
H -7.54 -25.49 11.66 0.111
H -7.40 -23.61 10.36 0.111
F -11.16 -20.11 7.77 0.039
C -11.09 -19.36 8.91 -0.264
C -11.88 -18.25 9.07 -0.021
C -11.76 -17.32 10.15 -0.046
C -10.77 -17.61 11.06 -0.129
C -10.02 -18.74 11.02 -0.118
C -10.09 -19.61 9.89 0.006
H -12.61 -18.07 8.30 0.111
H -12.55 -16.58 10.25 0.098
H -10.61 -17.02 11.95 0.107
H -9.35 -18.95 11.84 0.106
H -9.54 -20.54 9.88 0.101
C -7.41 -14.88 0.55 -0.108
C -7.65 -14.13 -0.75 -0.294
C -6.48 -13.26 -1.18 -0.180
C -6.92 -12.22 -2.20 -0.209
N -7.14 -11.47 -3.04 0.123
H -7.31 -14.22 1.41 0.079
H -6.63 -15.64 0.42 0.068
H -8.33 -15.46 0.70 0.063
H -8.48 -13.45 -0.55 0.103
H -8.08 -14.75 -1.53 0.114
H -5.80 -13.98 -1.64 0.114
H -5.92 -12.79 -0.37 0.116
C -8.44 -19.28 6.31 -0.092
C -8.28 -18.97 4.80 -0.203
C -8.63 -17.57 4.33 -0.177
C -9.74 -16.99 5.09 -0.261
N -10.65 -16.61 5.68 0.179
H -7.64 -18.92 6.95 0.057
H -8.54 -20.35 6.48 0.074
H -9.36 -18.87 6.74 0.041
H -9.13 -19.51 4.38 0.103
H -7.35 -19.39 4.40 0.092
H -9.00 -17.51 3.31 0.084
H -7.91 -16.79 4.57 0.101
C -15.10 -17.49 2.69 -0.104
C -14.41 -16.16 2.73 -0.282
C -13.02 -16.18 3.27 -0.197
C -12.01 -17.13 2.73 -0.210
N -11.24 -17.82 2.25 0.169
H -15.01 -18.00 3.65 0.079
H -14.65 -18.14 1.94 0.077
H -16.17 -17.41 2.47 0.075
H -14.95 -15.44 3.36 0.112
H -14.40 -15.67 1.75 0.113
H -13.06 -16.73 4.22 0.102
H -12.64 -15.17 3.36 0.124
C -10.03 -19.21 -1.13 -0.089
C -9.53 -20.21 0.00 -0.220
C -7.98 -20.44 -0.05 -0.185
C -7.16 -19.53 0.75 -0.221
N -6.49 -18.83 1.32 0.165
H -11.12 -19.18 -1.08 0.059
H -9.92 -19.64 -2.13 0.064
H -9.63 -18.21 -1.01 0.063
H -10.07 -21.15 -0.04 0.100
H -9.68 -19.88 1.03 0.074
H -7.65 -20.46 -1.09 0.114
H -7.81 -21.45 0.30 0.108
```

***

3.
Below is 2 unconnected molecules or ions with the total composition C58H63N4O3 in a non-equilibrium geometry, with properties calculated with ωB97M-V/def2-TZVPD.

Output
charge	+1
frontier orbital gap	3.40	eV
calculated total energy	-73260.711	eV
E_HOMO	-0.319	Ha

Geometry as XYZ:
```
128
Properties=species:S:1:pos:R:3:lowdin_charge:R:1
C -1.72 -1.78 -3.83 -0.054
C -2.31 -0.38 -3.70 -0.519
C -1.28 0.66 -4.14 -0.036
C -3.47 -0.36 -4.72 -0.062
C -2.80 0.00 -2.27 -0.063
C -3.79 0.98 -2.24 -0.037
C -4.42 1.33 -1.06 -0.060
C -4.00 0.75 0.13 -0.048
C -2.89 -0.09 0.19 -0.062
C -2.41 -0.57 1.60 -0.506
C -2.47 -2.10 1.71 -0.035
C -3.30 -0.05 2.73 -0.091
C -1.02 -0.04 1.95 -0.048
C -2.27 -0.46 -1.04 -0.052
N -1.09 -1.33 -1.02 -0.012
C 0.23 -0.99 -1.00 -0.247
C 0.62 0.33 -0.85 -0.055
C 2.00 0.77 -0.94 -0.200
C 2.89 0.48 0.13 -0.015
C 4.25 0.73 0.02 0.017
C 4.71 1.30 -1.18 -0.165
N 6.03 0.95 -1.60 -0.316
O 6.47 1.40 -2.68 0.050
O 6.67 0.15 -0.87 0.036
C 3.84 1.83 -2.15 0.007
C 2.48 1.56 -2.02 -0.022
N 0.95 -2.19 -1.19 0.124
C 2.39 -2.47 -1.15 -0.073
C 3.05 -2.75 0.08 -0.096
C 2.46 -3.05 1.50 -0.513
C 2.87 -4.46 1.93 -0.037
C 0.95 -2.98 1.58 -0.045
C 3.03 -2.07 2.54 -0.043
C 4.45 -2.87 0.09 -0.049
C 5.19 -2.76 -1.06 -0.048
C 4.54 -2.64 -2.27 -0.018
C 3.15 -2.55 -2.36 -0.055
C 2.55 -2.51 -3.80 -0.508
C 3.62 -2.64 -4.89 -0.076
C 1.86 -1.16 -4.00 -0.038
C 1.60 -3.68 -4.08 -0.032
C -0.04 -3.20 -1.24 -0.253
C 0.16 -4.64 -1.36 -0.159
C 1.37 -5.37 -1.16 -0.041
C 1.39 -6.75 -1.35 -0.068
C 0.26 -7.42 -1.82 -0.072
C -0.94 -6.72 -2.03 -0.066
C -0.99 -5.35 -1.76 -0.020
N -1.26 -2.70 -1.15 0.143
H -2.36 -2.55 -3.38 0.092
H -1.59 -2.02 -4.90 0.096
H -0.72 -1.84 -3.39 0.048
H -1.77 1.64 -4.28 0.089
H -0.50 0.78 -3.36 0.066
H -0.80 0.36 -5.08 0.092
H -3.85 0.65 -4.90 0.071
H -3.11 -0.75 -5.68 0.090
H -4.29 -1.00 -4.38 0.100
H -4.11 1.47 -3.16 0.110
H -5.26 2.02 -1.06 0.108
H -4.57 0.97 1.04 0.087
H -2.03 -2.61 0.86 0.055
H -1.96 -2.42 2.63 0.088
H -3.52 -2.42 1.77 0.096
H -3.28 1.05 2.78 0.033
H -4.34 -0.39 2.64 0.094
H -2.91 -0.41 3.70 0.101
H -1.05 1.04 2.16 0.083
H -0.62 -0.57 2.83 0.093
H -0.32 -0.18 1.13 0.031
H -0.19 1.04 -0.71 0.117
H 2.48 0.06 1.05 0.091
H 4.96 0.45 0.79 0.124
H 4.27 2.34 -3.01 0.122
H 1.77 1.94 -2.76 0.117
H 3.96 -4.58 1.97 0.085
H 2.48 -4.66 2.94 0.094
H 2.46 -5.21 1.25 0.074
H 0.58 -2.04 1.18 0.061
H 0.49 -3.81 1.02 0.086
H 0.63 -3.06 2.63 0.101
H 2.52 -1.10 2.51 0.065
H 2.88 -2.48 3.55 0.092
H 4.11 -1.89 2.41 0.081
H 4.97 -3.06 1.03 0.110
H 6.28 -2.77 -1.02 0.116
H 5.17 -2.62 -3.17 0.106
H 4.15 -3.60 -4.80 0.094
H 3.14 -2.63 -5.88 0.093
H 4.35 -1.82 -4.87 0.087
H 1.26 -0.89 -3.13 0.050
H 2.62 -0.37 -4.12 0.091
H 1.22 -1.17 -4.90 0.092
H 0.68 -3.60 -3.50 0.056
H 1.33 -3.70 -5.14 0.096
H 2.10 -4.62 -3.83 0.098
H 2.29 -4.83 -0.91 0.099
H 2.32 -7.29 -1.14 0.113
H 0.31 -8.49 -2.03 0.108
H -1.83 -7.22 -2.40 0.108
H -1.92 -4.78 -1.88 0.110
C -0.18 10.35 4.65 -0.035
C -0.17 9.88 3.33 -0.049
C -0.79 8.67 3.00 0.005
C -1.43 7.89 4.00 -0.139
C -1.90 6.55 3.76 -0.114
O -2.43 6.05 4.90 0.097
C -3.10 4.85 4.91 -0.148
C -3.15 4.08 3.73 -0.116
C -4.17 3.09 3.73 -0.005
C -4.88 2.79 4.89 -0.030
C -4.68 3.52 6.08 -0.020
C -3.82 4.60 6.07 0.026
C -2.25 4.42 2.67 0.114
C -1.78 5.74 2.63 0.059
C -1.49 8.43 5.31 0.009
C -0.86 9.62 5.63 -0.045
H 0.30 11.30 4.91 0.122
H 0.31 10.47 2.55 0.119
H -0.79 8.30 1.97 0.117
H -4.43 2.62 2.77 0.110
H -5.60 1.98 4.90 0.124
H -5.16 3.23 7.01 0.126
H -3.66 5.25 6.94 0.140
H -2.06 3.71 1.87 0.140
H -1.34 6.18 1.74 0.130
H -2.02 7.89 6.10 0.123
H -0.91 9.97 6.66 0.119
```